No. 1
ORCA calculation (ωB97M-V with the def2-TZVPD basis set) on a 20-piece molecular cluster, H41O20 overall.

- Highest occupied orbital energy: -0.47972 hartree
- Total charge: +1
- Max |F|: 2.49 eV/A
- Frontier orbital gap: 10.6 eV

Last column: natural (NBO) charge in e.
Atoms and positions in Å:
1 O 1.77296 3.05225 -1.92554  -0.953
2 H 2.64010 3.42861 -1.70698  0.481
3 O -0.20657 0.35319 -0.95556  -0.997
4 H -0.81655 -0.18824 -0.41960  0.488
5 H -0.83732 0.89076 -1.50573  0.506
6 O 2.17173 -0.47872 -4.24842  -0.979
7 H 1.52591 -0.25333 -3.57844  0.490
8 H 3.04890 -0.53610 -3.86154  0.507
9 O 3.25008 0.71131 -2.19621  -1.003
10 H 2.46101 1.26774 -2.11570  0.502
11 H 3.62088 0.42137 -1.35582  0.486
12 O -1.58558 1.17178 1.98202  -0.981
13 H -0.40259 -2.20662 4.04241  0.497
14 H -1.44067 0.42911 1.37932  0.498
15 O -0.21982 -1.30053 3.74594  -0.960
16 H 0.93848 -1.42606 2.71408  0.545
17 H -1.04917 -0.84730 3.50274  0.515
18 O 1.85790 -1.03161 2.35191  -0.915
19 H 2.12409 -0.10632 2.76095  0.538
20 H 1.70261 -0.78365 1.30090  0.519
21 O -2.60145 -2.81740 -0.94468  -0.993
22 H -3.00876 -2.59687 -0.09531  0.492
23 H -3.17938 -3.30642 -1.53712  0.490
24 O -0.69506 -2.34999 1.17932  -1.024
25 H -1.51684 -2.82780 1.18692  0.513
26 H -1.77363 1.82294 1.29080  0.507
27 O 2.36032 -3.50685 -3.59434  -0.960
28 H 1.48029 -3.87457 -3.77329  0.483
29 H 2.24157 -2.57604 -3.83961  0.491
30 O -1.71801 1.81107 -2.58381  -0.951
31 H -1.38580 1.88905 -3.48526  0.498
32 H -1.54043 2.68740 -2.19470  0.496
33 O -3.02681 0.04703 -0.16978  -0.991
34 H -3.28339 0.55916 -0.95443  0.493
35 H -2.89684 -0.83669 -0.58446  0.492
36 O 1.74833 1.32002 3.16130  -0.959
37 H 2.37075 1.53544 3.87192  0.488
38 H 0.86157 1.47638 3.59797  0.505
39 O 1.92364 1.98233 -5.21511  -0.978
40 H 1.23076 1.78741 -5.85316  0.468
41 H 2.49216 1.17019 -5.23323  0.501
42 O 2.79004 -2.18366 -1.13190  -0.985
43 H 2.69118 -2.74947 -1.92016  0.514
44 H 3.74481 -2.28567 -0.99426  0.482
45 O -2.82602 -0.72582 3.79742  -0.984
46 H -3.06132 -1.05431 4.68016  0.504
47 H -2.93621 0.23016 3.71226  0.511
48 O -3.23693 -2.55719 1.67932  -1.008
49 H -3.83379 -3.18664 2.08373  0.515
50 H -3.18680 -1.63657 1.97119  0.533
51 O 1.97439 0.01303 0.15543  -0.998
52 H 1.20479 0.55798 -0.21497  0.532
53 H 2.25833 -0.70553 -0.45289  0.519
54 O -0.46181 2.18354 4.25853  -0.943
55 H -0.90800 1.61036 4.89441  0.476
56 H -0.78509 1.83494 3.40146  0.497
57 O -2.91862 4.27504 0.73264  -0.955
58 H -2.09863 4.78054 0.74440  0.472
59 H -3.58934 4.97848 0.87520  0.484
60 H 1.86307 3.30206 -2.86751  0.490
61 H 0.05795 -2.62666 0.66198  0.498

Forces on the atoms, in the same order (eV/Å):
O 0.8 0.8 -1.1
H -0.1 -0.3 1.0
O -1.4 0.2 -0.2
H 0.5 0.0 -0.4
H 0.7 -0.4 0.2
O -0.2 -1.4 -1.3
H 0.4 0.2 0.4
H -0.2 0.4 0.8
O 0.9 -0.4 -0.7
H 0.4 0.1 0.7
H -0.6 0.6 0.0
O 0.1 0.0 -0.7
H -0.4 0.5 -0.2
H 0.0 -0.4 0.4
O 0.6 -0.2 0.5
H 1.5 1.6 0.1
H 0.0 -0.8 0.2
O -0.9 -1.0 -0.9
H -1.5 -0.9 -0.3
H 0.7 0.6 1.1
O 0.7 0.5 -0.6
H -0.6 -0.8 0.0
H -0.3 0.1 0.4
O 1.2 2.0 0.9
H -0.1 -1.0 -0.5
H -0.3 0.6 0.5
O -0.5 0.2 0.1
H 0.4 -0.1 0.1
H 0.1 0.2 -0.4
O 0.0 0.8 0.2
H 0.0 -0.1 -0.1
H -0.2 -0.3 -0.2
O 0.1 -0.7 -0.9
H 0.0 0.2 0.4
H -0.1 0.4 0.3
O 0.4 0.2 0.7
H -0.1 0.2 -0.2
H 0.9 0.0 -0.1
O 0.6 -0.4 -0.1
H 0.1 0.0 -0.1
H -0.9 0.9 0.2
O 0.9 -0.5 -0.1
H -0.7 -0.1 -0.2
H -0.2 0.2 0.4
O -0.1 -0.1 -0.1
H -0.1 0.6 -0.3
H -0.3 0.0 0.3
O 0.7 -0.3 -1.3
H -0.3 0.7 0.6
H -0.8 -0.5 0.9
O -0.1 0.2 0.4
H 0.9 -1.3 0.1
H -0.6 0.4 -0.4
O -0.3 -0.5 -0.1
H 0.2 0.2 0.2
H -0.4 0.4 0.0
O -0.4 0.8 0.1
H 0.1 -0.1 0.0
H 0.4 -0.8 -0.1
H -0.9 -0.5 -0.1
H -0.5 -0.9 -0.5

No. 2
ORCA calculation (ωB97M-V with the def2-TZVPD basis set) on a 21-piece molecular cluster, H41O21 overall.

- Highest occupied orbital energy: -0.23192 hartree
- Total charge: -1
- Max |F|: 4.00 eV/A
- Frontier orbital gap: 8.4 eV

Last column: natural (NBO) charge in e.
Atoms and positions in Å:
1 O -2.21608 -1.21689 -1.12668  -1.008
2 H -1.42843 -1.01242 -1.63383  0.513
3 H -2.22945 -0.89599 -0.22538  0.492
4 O 3.60042 0.68833 2.69561  -0.967
5 H -1.43732 -0.24565 -4.91692  0.484
6 H 3.59535 1.26110 3.47174  0.471
7 O -2.82739 -4.16940 1.40764  -0.920
8 H 0.07924 -2.69700 1.96702  0.502
9 H -3.49077 -4.09202 0.71126  0.451
10 O -0.03009 -3.39542 2.67840  -1.003
11 H -0.98386 -2.28317 0.47976  0.436
12 H 1.36726 -2.46196 -2.85722  0.492
13 O 1.32680 -1.45694 3.96013  -0.975
14 H 1.49682 -2.19335 3.35916  0.498
15 H 0.59596 -0.98858 3.59672  0.471
16 O 3.04336 -3.32191 0.01897  -0.903
17 H -1.90392 2.63530 1.45519  0.511
18 H 3.80777 -2.88150 0.40485  0.451
19 O -0.96902 2.59999 1.73957  -1.013
20 H -2.57743 -3.23424 1.40757  0.468
21 H 2.77998 0.21457 2.89482  0.493
22 O -1.58500 2.38625 4.35004  -0.964
23 H -0.52856 -2.95367 3.36762  0.452
24 H 3.52554 -3.91637 -0.57068  0.453
25 O 0.99611 -2.04433 -0.98088  -1.071
26 H -1.25282 1.51003 4.59930  0.465
27 H 0.30052 -1.84805 -0.13967  0.486
28 O 0.09083 0.32448 -4.01628  -0.964
29 H -0.41929 2.26154 1.01281  0.529
30 H -0.06148 1.28006 -3.93314  0.463
31 O 1.53291 1.90065 -0.25007  -0.976
32 H -3.86850 0.80002 -1.42083  0.474
33 H 2.10677 1.47686 0.39308  0.491
34 O 4.18782 1.33908 -1.80020  -0.964
35 H 4.05189 2.19018 -1.37672  0.492
36 H 4.33465 0.68470 -1.11144  0.481
37 O -0.49179 -1.57610 0.90572  -1.190
38 H -0.50727 0.38694 -0.16813  0.518
39 H 0.61234 -2.83042 -1.38656  0.435
40 O -3.48927 3.01054 0.76122  -0.974
41 H -3.89084 2.21622 1.11824  0.505
42 H -4.08708 3.75057 0.66812  0.494
43 O -0.83022 1.00269 -0.84989  -1.002
44 H 0.03544 4.53074 -1.91535  0.475
45 H -1.75293 0.83670 -1.04009  0.472
46 O -4.42112 0.50820 -0.69019  -0.962
47 H -4.22633 -0.45358 -0.72520  0.488
48 O 1.44256 -2.61594 -3.82124  -0.983
49 H 0.48346 0.28211 -3.13028  0.506
50 H 1.40063 -1.74669 -4.21503  0.476
51 O 0.94839 2.19345 3.56485  -0.990
52 H 3.16150 0.08811 -2.80183  0.478
53 H 0.10882 2.40371 3.04158  0.488
54 O 2.54636 -0.64290 -2.62997  -0.956
55 H -1.15716 4.16223 -0.89873  0.489
56 H 2.88749 -0.94055 -1.84686  0.472
57 O -0.57828 4.82705 -1.25166  -0.964
58 H -1.50284 2.17962 3.37458  0.476
59 H 0.74182 2.88894 4.20583  0.465
60 O -2.19610 -0.66310 -4.46478  -0.960
61 H -1.83548 -1.54144 -4.29683  0.469
62 H 1.58731 1.49857 -1.11882  0.488

Forces on the atoms, in the same order (eV/Å):
O -2.2 -1.0 -1.1
H 0.5 0.2 0.6
H 1.3 0.0 0.2
O -0.3 0.0 0.3
H -0.6 -0.2 0.6
H 0.3 0.3 -0.2
O -0.5 0.8 -0.6
H -0.6 -0.2 0.3
H -0.2 -0.7 -0.1
O 0.5 -0.4 -0.2
H -0.6 -0.1 0.3
H 0.3 0.4 -0.8
O 1.5 0.1 0.8
H -0.4 -0.1 0.0
H -0.9 0.5 -0.7
O 1.2 -0.4 0.0
H 0.6 0.3 -0.4
H -0.2 0.4 0.5
O -0.2 -0.1 -0.2
H 0.7 -0.1 0.6
H -0.1 -0.4 -0.3
O -0.3 -1.3 -1.2
H -0.1 0.0 0.0
H -0.5 -0.3 -0.2
O -1.3 0.1 -0.1
H 0.0 0.3 0.9
H 1.5 0.4 -0.6
O 1.0 1.7 0.8
H -0.3 0.0 -0.2
H -0.4 0.0 -0.9
O -0.1 1.0 0.5
H -0.1 0.2 -0.2
H 0.2 -0.3 -0.2
O 0.4 0.1 -0.4
H -0.1 -0.1 0.3
H 0.0 0.3 0.3
O -0.2 0.4 0.1
H -0.4 -0.3 -0.1
H 0.0 -0.2 0.3
O 1.0 0.0 -0.2
H -0.8 0.1 -0.3
H -0.4 -0.2 0.3
O 0.5 1.0 -0.2
H -0.1 -0.8 0.0
H 0.0 -0.3 0.3
O 0.1 -0.9 0.1
H -0.3 0.7 0.0
O -0.6 -1.1 0.1
H 0.3 -1.4 0.2
H 0.1 0.3 0.2
O -1.3 1.0 -0.5
H -0.4 0.0 -0.4
H 1.9 -0.8 0.0
O -0.3 2.5 -3.1
H 0.1 -0.9 -0.2
H 0.6 -1.9 3.4
O -0.1 1.7 0.2
H -0.5 1.1 1.0
H 0.7 -0.3 0.5
O -0.1 -0.2 -0.8
H -0.2 0.0 0.2
H 0.2 -0.6 0.2

No. 3
ORCA calculation (ωB97M-V with the def2-TZVPD basis set) on a 21-piece molecular cluster, H41O21 overall.

- Highest occupied orbital energy: -0.25377 hartree
- Total charge: -1
- Max |F|: 2.59 eV/A
- Frontier orbital gap: 8.8 eV

Last column: natural (NBO) charge in e.
Atoms and positions in Å:
1 O -3.14776 3.94840 0.29645  -0.968
2 H -3.61578 3.72807 1.11352  0.479
3 H -2.26588 3.64916 0.60721  0.510
4 O 0.95255 -1.50105 3.14120  -0.983
5 H -3.30287 0.53281 2.51217  0.452
6 H -1.55583 2.81090 -4.21328  0.479
7 O 0.24003 -2.86321 -0.50969  -0.964
8 H 1.01949 -4.51318 0.04254  0.486
9 H -0.45856 -2.98764 -1.15349  0.468
10 O 1.53334 -5.29516 0.30695  -0.993
11 H 2.16291 1.08026 -4.21907  0.470
12 H 0.22537 -0.90261 0.74969  0.500
13 O 1.16475 -0.70829 0.46759  -1.037
14 H 1.73231 -0.75302 1.24225  0.485
15 H 1.53665 3.45562 -2.03055  0.465
16 O 4.75241 1.97161 1.48219  -0.949
17 H -0.45358 1.40270 0.35614  0.495
18 H 4.47427 2.68636 2.05961  0.474
19 O -0.73629 2.30509 0.14096  -0.967
20 H -0.06525 -2.48517 0.31862  0.491
21 H 0.96691 -2.43268 2.89896  0.438
22 O 1.68946 3.09912 3.07037  -0.938
23 H 2.37677 -5.04548 -0.09655  0.481
24 H 4.12817 1.25640 1.55574  0.476
25 O -0.62146 -4.06152 3.57773  -0.911
26 H 1.58448 2.49291 2.31751  0.476
27 H 1.21484 -0.00733 -3.85789  0.474
28 O 1.49212 3.69282 -2.95807  -0.926
29 H -1.01347 2.01904 -0.75124  0.478
30 H -0.38307 1.95945 -3.70243  0.475
31 O -4.82460 2.32572 -0.87063  -1.021
32 H -2.73809 0.70625 -3.19818  0.478
33 H -4.27361 3.11879 -0.76186  0.520
34 O 3.68596 -3.62025 -0.71628  -0.975
35 H 3.40835 -2.94463 -1.38600  0.491
36 H 3.32818 -3.05576 -0.00870  0.468
37 O 1.98873 0.45301 -3.50844  -0.936
38 H -0.03138 -3.37429 3.20391  0.435
39 H -1.10300 -3.33031 4.01198  0.466
40 O -3.70141 -1.23889 -1.40467  -0.941
41 H -4.08897 -2.10402 -1.23084  0.465
42 H -2.85452 -1.44475 -1.79793  0.475
43 O -1.19076 -1.23277 1.57183  -1.255
44 H 2.62336 -1.69494 -3.09669  0.484
45 H -1.58450 -1.99385 1.15540  0.436
46 O -2.30958 0.85792 -2.35044  -0.962
47 H 1.48937 2.77748 -3.27975  0.457
48 O -0.89928 2.16619 -4.48692  -0.955
49 H 0.09650 -1.19491 2.74909  0.521
50 H -3.03553 1.20533 -1.82217  0.478
51 O 1.81422 1.55042 -0.71081  -1.025
52 H -0.31749 0.86236 4.57556  0.460
53 H 1.27733 2.33385 -0.67740  0.476
54 O -0.48756 0.38313 5.39889  -0.932
55 H 2.85405 -3.03613 -3.52775  0.464
56 H 0.38440 -0.03013 5.44641  0.472
57 O 2.37250 -2.59586 -2.82054  -0.926
58 H 0.81880 2.91422 3.45198  0.462
59 H 1.49174 0.63829 -0.76229  0.526
60 O -2.86311 0.74484 1.68884  -1.016
61 H -2.40398 -0.11012 1.43785  0.513
62 H -4.55311 1.42946 -1.03859  0.483

Forces on the atoms, in the same order (eV/Å):
O 0.9 0.3 1.3
H -0.6 0.0 -0.3
H -0.1 -0.1 -1.0
O 0.1 0.2 0.5
H -0.1 -0.1 0.2
H 0.1 0.1 0.2
O 0.6 -1.1 -0.7
H -0.3 -0.1 0.1
H -0.3 0.1 0.4
O 0.1 0.3 -0.2
H 0.4 0.0 0.0
H 0.2 0.3 0.5
O 0.3 0.4 -0.5
H -0.4 0.0 0.2
H 0.3 0.6 0.4
O 0.8 0.3 -0.2
H 0.2 0.1 1.2
H -0.3 -0.2 0.1
O 0.0 -0.9 -1.2
H -0.6 0.2 -0.1
H 0.8 0.5 -0.2
O -0.8 -0.9 -0.4
H 0.2 -0.2 0.0
H -0.5 -0.1 0.1
O 0.2 2.0 0.1
H 0.7 0.3 -0.3
H -0.1 -0.2 0.2
O -0.2 -0.8 -0.1
H -0.4 1.0 0.0
H -0.3 0.1 0.2
O -2.4 0.6 -0.5
H 0.2 0.0 -0.2
H 1.1 -1.3 0.1
O -0.4 1.9 0.1
H 0.2 -1.3 -0.5
H 0.3 -0.8 0.7
O -0.4 -0.1 -0.5
H -0.1 -1.6 -0.3
H -0.8 -0.9 0.4
O -0.5 -0.4 0.1
H -0.1 0.1 0.1
H 0.4 0.3 -0.1
O 0.5 0.1 -0.4
H -0.5 0.3 0.7
H -0.5 -0.5 0.1
O 0.1 0.2 -0.1
H 0.1 0.4 -0.4
O 0.2 -0.3 -0.6
H -0.2 -0.4 -0.2
H 0.1 0.0 0.3
O 2.5 0.6 -0.4
H -0.7 0.1 0.0
H -1.2 -0.8 0.4
O 0.8 0.3 -0.5
H -0.1 -0.9 0.0
H -0.1 -0.5 0.5
O 0.5 1.0 -1.1
H 0.2 0.5 0.5
H -0.9 0.5 0.5
O -0.3 0.0 -0.4
H 0.3 0.5 0.5
H 0.8 0.2 0.4